The following is a DFT calculation (ωB97M-V/def2-TZVPD) of the molecule C5H9N3.

Each line ends with the Löwdin charge.
Positions of all 17 atoms, in Å:
C: 0.81559 -1.42096 1.04180  -0.02
C: 0.11407 0.67496 -0.60902  -0.24
C: -0.34468 -0.70190 0.39945  -0.43
N: -1.32846 -1.56175 -0.10543  0.10
C: -0.79594 0.60628 0.87028  -0.02
C: 0.41646 0.77395 -1.90266  0.03
N: 0.19654 1.47688 0.52929  -0.17
N: 0.29893 2.75408 0.79151  0.07
H: -2.10669 -1.10960 -0.56468  0.10
H: -0.97312 -2.33296 -0.65462  0.09
H: 0.89269 3.16781 0.07123  0.03
H: -1.70699 0.90276 1.37354  0.14
H: 1.53639 -0.70914 1.43283  0.09
H: 0.44226 -2.03938 1.85950  0.09
H: 1.31686 -2.06886 0.32265  0.08
H: 0.39776 -0.09555 -2.54068  0.04
H: 0.82831 1.68336 -2.31498  0.04

Cartesian forces (eV/Å) of the 2 atoms listed first:
-0.1 0.1 0.0
2.4 -3.3 -0.6

Calculated values
LUMO level (eV): 0.5
Highest occupied orbital energy (eV): -7.08
Calculated total energy (hartree): -359.985472
Gap between HOMO and LUMO (eV): 7.56
ΔE to the lowest compared entry with this formula, charge and spin (kcal per mole): 132.9
Multiplicity: 1

=====

The following is a DFT calculation (ωB97M-V/def2-TZVPD) of C27H23N5S3W as an isolated structure.

Each line ends with the Löwdin charge.
Positions of all 59 atoms, in Å:
W: 0.50779 -1.08411 0.33137  0.93
C: 4.46468 -3.14131 0.25188  -0.02
C: 3.30470 -2.21827 0.08275  -0.29
N: 2.09080 -2.48555 0.50047  -0.22
N: 1.83179 -3.77203 0.95145  0.00
C: 0.70822 -4.20188 0.45356  -0.89
N: 0.33452 -5.48360 0.75418  0.07
S: -0.30113 -3.26941 -0.59943  0.55
C: 3.36514 -0.99463 -0.62720  -0.24
C: 4.55057 -0.45780 -1.18632  -0.01
C: 4.49526 0.66043 -1.95456  -0.07
C: 3.23402 1.26578 -2.16593  -0.06
C: 2.12550 0.73757 -1.59009  -0.12
N: 2.15128 -0.39688 -0.81283  -0.11
H: 4.15718 -4.03543 0.78345  0.07
H: 5.25813 -2.65116 0.81969  0.09
H: 4.87755 -3.43245 -0.71589  0.09
H: 0.82956 -5.90929 1.52025  0.09
H: -0.63880 -5.71005 0.66281  0.08
H: 5.48887 -0.95725 -0.98906  0.11
H: 5.39017 1.08057 -2.39225  0.11
H: 3.13185 2.15172 -2.77710  0.11
H: 1.15518 1.19139 -1.71184  0.09
S: 1.44376 0.28296 2.03031  0.63
C: 0.29608 0.28418 3.35121  -0.67
C: 0.43041 1.19856 4.40001  -0.13
C: -0.45463 1.17894 5.45948  -0.10
C: -1.48314 0.23604 5.48974  -0.10
C: -1.61494 -0.67417 4.46074  -0.13
C: -0.73224 -0.65344 3.37697  -0.66
S: -0.90819 -1.81449 2.07030  0.61
H: 1.23791 1.91962 4.37145  0.10
H: -0.34658 1.89161 6.26661  0.10
H: -2.17810 0.21344 6.31898  0.10
H: -2.40915 -1.41020 4.48192  0.10
N: -0.67295 0.09930 -0.53544  -0.10
C: -1.47045 0.87942 -1.13422  -0.25
C: -2.68504 0.32293 -1.78493  -0.17
C: -3.91534 0.96096 -1.64076  -0.03
C: -5.05500 0.39362 -2.18873  -0.07
C: -4.96538 -0.79742 -2.89681  -0.08
C: -3.73922 -1.43068 -3.04538  -0.06
C: -2.60085 -0.87867 -2.48030  -0.03
C: -1.20468 2.34440 -1.16913  -0.17
C: -1.75060 3.14798 -2.16771  -0.03
C: -1.45470 4.50320 -2.20496  -0.07
C: -0.62586 5.05511 -1.23834  -0.08
C: -0.08301 4.25625 -0.23949  -0.06
C: -0.36435 2.90079 -0.20565  -0.03
H: -3.98334 1.88707 -1.08450  0.12
H: -6.01297 0.87979 -2.06070  0.11
H: -5.85463 -1.23647 -3.32996  0.10
H: -3.66815 -2.36154 -3.59198  0.11
H: -1.64382 -1.37662 -2.57281  0.09
H: -2.39176 2.71612 -2.92465  0.12
H: -1.87155 5.12442 -2.98622  0.10
H: -0.40095 6.11371 -1.26482  0.10
H: 0.56123 4.68877 0.51430  0.11
H: 0.05934 2.26816 0.56610  0.07

Cartesian forces (eV/Å) of the 2 atoms listed first:
-0.3 0.1 0.9
0.1 0.0 0.0

Calculated values
LUMO level (alpha / beta) (eV): -1.1 / -1.1
Highest occupied orbital energy (alpha / beta) (eV): -6.54 / -6.54
Calculated total energy (hartree): -2578.219370
Gap between HOMO and LUMO (alpha / beta) (eV): 5.41 / 5.41
ΔE to the lowest compared entry with this formula, charge and spin (kcal per mole): 0.0
Multiplicity: 1

=====

The following is a DFT calculation (ωB97M-V/def2-TZVPD) of the molecule C6H13NO.

Each line ends with the Löwdin charge.
Positions of all 21 atoms, in Å:
O: -1.97665 4.00528 -0.36733  0.05
C: -1.41276 3.19811 0.32770  -0.25
C: -1.59179 1.72197 0.14298  -0.21
N: -0.40601 0.96744 0.50195  -0.07
C: -0.48495 -0.44275 0.04812  -0.22
C: 0.85177 -1.12691 0.16752  -0.43
C: 0.72850 -2.63701 -0.03046  -0.09
C: 1.90109 -0.54438 -0.79701  -0.07
H: -0.80036 3.60839 1.15795  0.12
H: -2.50172 1.43105 0.68121  0.13
H: -1.77570 1.55741 -0.91271  0.12
H: -0.32901 0.93752 1.51571  0.11
H: -0.84550 -0.36221 -0.98669  0.13
H: -1.28753 -0.96751 0.57217  0.12
H: 1.22975 -0.96926 1.18333  0.13
H: -0.08301 -3.09694 0.53522  0.07
H: 0.58254 -2.90026 -1.06749  0.07
H: 1.61688 -3.14420 0.34766  0.08
H: 2.88180 -0.57399 -0.31043  0.08
H: 1.66679 0.49336 -1.01728  0.07
H: 2.03587 -1.15512 -1.69210  0.07

Cartesian forces (eV/Å) of the 2 atoms listed first:
0.0 -0.1 -0.1
-0.3 0.9 0.0

Calculated values
LUMO level (eV): 1.0
Highest occupied orbital energy (eV): -9.35
Calculated total energy (hartree): -366.379731
SMILES: CC(C)CNCC=O
Gap between HOMO and LUMO (eV): 10.31
ΔE to the lowest compared entry with this formula, charge and spin (kcal per mole): 34.0
Multiplicity: 1

=====

The following is a DFT calculation (ωB97M-V/def2-TZVPD) of C4H16N8O12S2V as an isolated structure.

Each line ends with the Löwdin charge.
Positions of all 43 atoms, in Å:
V: 0.07053 0.34144 0.22342  1.08
S: 2.65527 0.70948 -0.78826  0.33
O: 3.71262 0.87615 0.19183  -0.35
O: 1.53534 1.69740 -0.60518  -0.40
O: 3.11292 0.68604 -2.16898  -0.35
O: 1.75171 -0.47270 -0.48492  -0.44
S: -2.17419 1.91855 0.88753  0.31
O: -1.92835 0.44048 0.76144  -0.42
O: -3.05692 2.40914 -0.16663  -0.36
O: -2.68192 2.29128 2.20197  -0.36
O: -0.74126 2.33891 0.72155  -0.38
C: 1.38082 1.78555 2.59009  -0.60
O: 1.00559 0.80226 1.96766  -0.06
N: 2.40521 2.56408 2.16741  0.20
N: 0.77327 2.16924 3.74716  0.19
H: 3.11825 2.12010 1.59678  0.07
H: 2.61692 3.46165 2.55834  0.10
H: 1.12144 2.96780 4.23984  0.09
H: -0.02797 1.67356 4.08813  0.11
C: -1.02853 -2.26751 -1.84566  -0.62
O: -0.75879 -1.49169 -0.96572  0.02
N: -1.60096 -3.48125 -1.57488  0.16
N: -0.81943 -2.04213 -3.18594  0.18
H: -1.64872 -3.72980 -0.60467  0.10
H: -1.77703 -4.14954 -2.29990  0.08
H: -0.97199 -2.78384 -3.84155  0.08
H: -0.86057 -1.07917 -3.47229  0.09
C: -0.98011 1.59425 -2.72105  -0.63
O: -0.69043 1.03052 -1.69011  -0.03
N: -2.17578 2.18156 -2.93034  0.18
N: -0.04723 1.65304 -3.73275  0.17
H: -2.74118 2.21077 -2.07866  0.08
H: -2.48517 2.60929 -3.77851  0.09
H: -0.32444 1.90171 -4.66472  0.08
H: 0.78299 1.09297 -3.59917  0.10
C: 0.38408 -2.53031 2.15000  -0.63
O: 0.17914 -1.53046 1.52077  0.02
N: 1.18366 -3.54006 1.71302  0.17
N: -0.22198 -2.80065 3.35638  0.16
H: 1.59986 -3.50610 0.80067  0.11
H: 1.19733 -4.41832 2.19863  0.09
H: -0.83430 -2.06499 3.65826  0.11
H: -0.00968 -3.63871 3.85904  0.08

Cartesian forces (eV/Å) of the 2 atoms listed first:
0.1 2.9 -0.1
-2.2 0.6 -0.8

Calculated values
LUMO level (alpha / beta) (eV): 2.3 / 2.3
Highest occupied orbital energy (alpha / beta) (eV): -4.72 / -5.08
Calculated total energy (hartree): -3243.712443
Total charge: -1
Gap between HOMO and LUMO (alpha / beta) (eV): 7.07 / 7.43
ΔE to the lowest compared entry with this formula, charge and spin (kcal per mole): 0.0
Multiplicity: 3

=====

The following is a DFT calculation (ωB97M-V/def2-TZVPD) of C15H20F2N2O as an isolated structure.

Each line ends with the Löwdin charge.
Positions of all 40 atoms, in Å:
O: 2.46852 0.10761 0.48449  0.11
C: 1.41440 -0.43740 0.74331  -0.50
N: 1.32230 -1.56104 1.63339  0.18
C: 2.55696 -2.19711 2.25738  -0.20
C: 2.41432 -3.29523 2.97234  0.01
C: 3.40519 -3.92130 3.83524  -0.27
C: 4.76803 -3.45839 3.72653  -0.15
C: 4.91742 -2.62529 2.69019  -0.05
C: 3.91162 -1.94865 2.09115  -0.03
H: 4.12435 -0.97827 1.42463  0.16
H: 5.81974 -2.35434 2.73716  0.06
F: 5.62557 -4.41272 4.23570  0.06
F: 3.14593 -4.97026 4.44534  0.18
H: 1.18126 -3.62975 3.38935  0.20
H: 0.61261 -2.03974 1.85826  0.02
C: 0.16255 -0.05658 0.53676  -0.12
H: -0.31163 0.42539 1.24935  0.09
H: -0.38717 -0.93882 0.13756  0.16
C: 0.00234 0.90298 -0.77036  -0.22
N: -1.15811 1.39525 -1.09959  -0.15
C: -1.80293 0.29075 -2.05888  -0.12
C: -2.15585 0.93606 -3.18805  -0.22
C: -3.30828 2.00424 -3.30916  -0.07
C: -2.95911 3.21223 -2.21934  -0.23
H: -3.73157 3.73614 -2.74917  0.12
H: -1.99088 3.53755 -2.56578  0.14
C: -3.03885 2.83010 -1.02707  -0.32
C: -2.08720 2.02427 -0.27369  -0.20
H: -2.21368 1.54576 0.68172  0.11
H: -1.30072 2.99091 0.12516  0.19
H: -4.10049 1.94580 -0.92081  0.22
H: -3.41613 3.51066 -0.44029  0.07
H: -3.34147 2.46003 -4.38937  0.15
H: -4.07281 1.61590 -3.21549  -0.04
H: -2.38718 0.15440 -4.07040  0.17
H: -1.40124 1.30796 -3.71696  0.07
H: -2.78191 -0.04676 -1.66880  0.16
H: -1.25288 -0.34821 -1.93616  -0.02
H: 0.71421 0.52667 -1.49487  0.14
H: 0.63278 1.75920 -0.14077  0.17

Cartesian forces (eV/Å) of the 2 atoms listed first:
-0.5 -0.4 -0.4
5.9 -3.0 4.3

Calculated values
LUMO level (eV): 0.5
Highest occupied orbital energy (eV): -8.18
Calculated total energy (hartree): -967.478017
Gap between HOMO and LUMO (eV): 8.73
ΔE to the lowest compared entry with this formula, charge and spin (kcal per mole): 369.8
Multiplicity: 1

=====

The following is a DFT calculation (ωB97M-V/def2-TZVPD) of a 2-piece molecular cluster, CH7NS2 overall.

Each line ends with the Löwdin charge.
Positions of all 11 atoms, in Å:
S: -3.63399 -0.59605 0.84436  -0.14
S: -2.80460 1.41332 1.70022  -0.15
H: -2.55578 -0.74529 0.07306  -0.36
H: -2.38587 2.29580 0.75190  -0.34
C: 1.24206 -0.59955 -0.78083  -0.21
N: 2.33490 0.15843 -0.19625  -0.07
H: 0.48029 -1.04856 -0.14000  0.06
H: 0.76861 0.00649 -1.54635  0.06
H: 1.60875 -1.44659 -1.36290  0.06
H: 2.11727 1.03725 0.24196  0.05
H: 2.82834 -0.47523 0.41484  0.05

Cartesian forces (eV/Å) of the 2 atoms listed first:
-0.8 -1.6 -0.9
1.0 1.9 0.8

Calculated values
LUMO level (alpha / beta) (eV): 3.7 / 3.6
Highest occupied orbital energy (alpha / beta) (eV): -0.95 / -3.19
Calculated total energy (hartree): -893.402893
Total charge: -1
Gap between HOMO and LUMO (alpha / beta) (eV): 4.60 / 6.79
ΔE to the lowest compared entry with this formula, charge and spin (kcal per mole): 4.4
Multiplicity: 2

=====

The following is a DFT calculation (ωB97M-V/def2-TZVPD) of the molecule C4H3I.

Each line ends with the Löwdin charge.
Positions of all 8 atoms, in Å:
C: -0.77103 0.05732 0.15499  -0.09
C: 0.41809 -0.38519 0.06576  -0.24
C: -1.75442 0.90104 0.01724  0.03
C: 1.50360 -1.08605 0.11798  -0.51
I: 3.39106 0.09166 0.02350  0.62
H: -2.79052 0.66579 -0.42952  0.10
H: -1.76040 1.85842 0.40371  0.03
H: 1.76361 -2.10298 -0.35367  0.06

Cartesian forces (eV/Å) of the 2 atoms listed first:
0.4 1.1 -0.8
-0.6 -1.2 1.0

Calculated values
LUMO level (eV): -0.5
Highest occupied orbital energy (eV): -8.87
Calculated total energy (hartree): -451.775596
SMILES: C=C=C=CI
Gap between HOMO and LUMO (eV): 8.34
ΔE to the lowest compared entry with this formula, charge and spin (kcal per mole): 24.4
Multiplicity: 1

=====

The following is a DFT calculation (ωB97M-V/def2-TZVPD) of the molecule C5H13NS.

Each line ends with the Löwdin charge.
Positions of all 20 atoms, in Å:
C: 0.76857 1.85538 -0.75000  -0.24
N: 0.65368 0.43836 -1.04103  -0.09
C: 0.01734 -0.39007 -0.03193  -0.34
C: -0.46381 -1.71805 -0.62683  -0.56
S: -2.06351 -2.15866 0.10102  0.69
C: 1.75678 2.25768 0.35948  -0.24
C: 1.17420 2.14602 1.79045  -0.11
H: 1.12969 2.35829 -1.65426  0.11
H: -0.22020 2.17598 -0.43134  0.12
H: 1.52858 -0.00437 -1.32037  0.12
H: -0.84308 0.13156 0.38251  0.08
H: 0.64349 -0.54913 0.85569  0.11
H: -0.48742 -1.61579 -1.71273  0.07
H: 0.21104 -2.54842 -0.40428  0.06
H: -2.29252 -3.27765 -0.59818  -0.16
H: 1.93401 3.32063 0.20308  0.09
H: 2.72913 1.78610 0.23706  0.10
H: 0.88791 3.14090 2.13657  0.07
H: 0.27323 1.54416 1.81592  0.05
H: 1.86122 1.75798 2.54158  0.07

Cartesian forces (eV/Å) of the 2 atoms listed first:
1.1 -0.5 0.4
-0.1 -0.6 -0.2

Calculated values
LUMO level (eV): 1.0
Highest occupied orbital energy (eV): -8.66
Calculated total energy (hartree): -651.218960
SMILES: CCCNCCS
Gap between HOMO and LUMO (eV): 9.66
ΔE to the lowest compared entry with this formula, charge and spin (kcal per mole): 15.7
Multiplicity: 1